Here is a molecular structure, C37H69FNO15S7 in a non-equilibrium geometry from the OMol25 dataset. Energies are from ωB97M-V/def2-TZVPD.

Properties
* Kohn-Sham gap: 0.3392 Ha
* calculated total energy: -150229.067 eV
* energy above the lowest of the compared OMol25 structures with the same formula, charge and spin: 275.8 kJ/mol
* net charge: +1
* HOMO energy: -10.9 eV

Last column: Mulliken charge in e.
Positions of all 130 atoms, in Å:
C (47.41, 30.44, 24.84)  -1.08
C (46.60, 30.85, 26.12)  0.15
O (45.87, 31.75, 25.91)  -0.42
N (46.84, 30.28, 27.54)  0.84
H (47.89, 30.22, 27.56)  0.55
H (46.34, 30.98, 28.27)  0.38
C (46.40, 28.82, 27.51)  -0.91
H (47.18, 30.91, 23.92)  0.34
H (47.36, 29.40, 25.02)  0.25
H (48.33, 30.81, 25.06)  0.58
H (46.64, 28.16, 28.31)  0.23
H (46.77, 28.13, 26.63)  0.14
H (45.37, 28.75, 27.39)  0.44
F (47.44, 32.09, 20.56)  -0.32
C (48.00, 30.89, 20.93)  0.32
C (49.11, 31.01, 21.71)  0.11
C (49.67, 29.89, 22.38)  -0.62
C (48.86, 28.73, 22.24)  0.02
C (47.75, 28.62, 21.45)  -0.48
C (47.26, 29.70, 20.77)  -0.69
H (49.80, 32.02, 21.82)  0.20
H (50.62, 29.99, 22.93)  0.43
H (49.23, 27.86, 22.97)  0.04
H (47.36, 27.65, 21.45)  0.51
H (46.34, 29.71, 20.27)  0.52
C (46.10, 35.50, 28.23)  -0.71
C (44.93, 35.20, 29.19)  -0.96
C (45.24, 34.21, 30.17)  0.13
S (46.87, 33.66, 29.81)  0.94
O (46.80, 32.54, 28.97)  -0.59
O (47.62, 33.58, 31.05)  -0.80
C (47.35, 34.97, 28.80)  -0.86
H (46.18, 36.35, 27.70)  0.96
H (45.95, 34.68, 27.62)  -0.02
H (43.92, 35.05, 28.77)  0.56
H (44.99, 36.20, 29.53)  0.36
H (44.57, 33.50, 30.09)  -0.56
H (45.06, 34.64, 31.03)  0.66
H (48.11, 34.75, 28.01)  0.25
H (48.05, 35.72, 29.26)  0.41
C (44.40, 24.95, 30.09)  -0.30
C (42.92, 25.13, 30.08)  -1.18
C (42.69, 26.61, 29.99)  -1.07
S (43.98, 27.39, 30.81)  1.29
O (43.48, 27.90, 32.06)  -0.77
O (44.78, 28.23, 29.88)  -0.19
C (45.03, 26.06, 31.06)  -0.05
H (44.59, 25.11, 29.07)  0.04
H (44.48, 23.91, 30.40)  0.52
H (42.57, 24.80, 31.03)  0.39
H (42.45, 24.54, 29.31)  0.41
H (41.79, 26.88, 30.29)  0.86
H (42.62, 26.96, 28.97)  0.43
H (44.72, 25.55, 32.12)  0.21
H (46.04, 26.06, 30.75)  -0.55
C (50.22, 23.64, 28.79)  -0.64
C (49.37, 23.60, 30.05)  -1.34
C (48.32, 24.57, 29.99)  -0.06
S (47.91, 24.75, 28.32)  1.88
O (48.03, 26.05, 27.80)  -0.74
O (46.71, 23.99, 28.02)  -0.81
C (49.31, 23.92, 27.68)  -0.92
H (50.68, 22.57, 28.66)  0.28
H (51.11, 24.31, 29.01)  0.27
H (49.87, 23.95, 30.93)  0.46
H (48.97, 22.78, 30.34)  0.59
H (48.68, 25.71, 30.11)  -0.19
H (47.42, 24.70, 30.55)  0.56
H (49.59, 24.68, 26.94)  0.43
H (48.90, 23.00, 27.15)  0.31
C (50.36, 29.68, 32.85)  -0.71
C (49.11, 30.33, 33.23)  -1.03
C (48.27, 30.53, 32.17)  -0.09
S (48.55, 29.08, 31.16)  1.46
O (48.68, 29.56, 29.72)  -0.78
O (47.61, 28.07, 31.48)  -0.72
C (50.10, 28.57, 31.78)  -1.15
H (50.90, 29.44, 33.73)  0.51
H (51.38, 30.16, 32.51)  0.28
H (49.02, 31.28, 33.74)  0.48
H (48.46, 29.73, 33.80)  0.39
H (48.74, 31.54, 31.85)  0.04
H (47.05, 30.74, 32.35)  0.30
H (50.73, 28.67, 31.07)  0.66
H (50.10, 27.56, 32.19)  0.28
C (47.51, 34.61, 24.84)  -0.01
C (47.92, 34.22, 23.47)  0.51
C (47.10, 34.78, 22.50)  -0.80
S (46.94, 36.38, 23.01)  1.22
O (45.52, 36.77, 22.79)  -0.71
O (47.96, 37.27, 22.56)  -0.68
C (47.27, 36.08, 24.76)  -0.99
H (48.16, 34.32, 25.66)  0.36
H (46.59, 34.03, 25.00)  -0.07
H (47.82, 33.00, 23.44)  -0.98
H (48.86, 34.61, 23.24)  0.56
H (46.02, 34.34, 22.46)  0.31
H (47.46, 34.81, 21.46)  0.47
H (46.26, 36.30, 25.10)  0.38
H (48.05, 36.72, 25.10)  0.42
C (41.41, 31.92, 30.04)  -0.72
C (41.08, 32.34, 28.58)  -0.57
C (42.30, 32.40, 27.89)  0.16
S (42.97, 30.84, 28.51)  1.14
O (44.30, 30.99, 28.77)  -0.64
O (42.47, 29.84, 27.55)  -0.85
C (42.17, 30.75, 29.98)  -0.57
H (40.65, 31.76, 30.80)  0.38
H (41.76, 32.93, 30.52)  0.15
H (40.59, 33.36, 28.69)  0.36
H (40.32, 31.55, 28.12)  0.19
H (43.00, 33.27, 28.14)  -0.49
H (42.11, 32.38, 26.69)  0.36
H (42.97, 30.59, 30.77)  0.20
H (41.62, 29.91, 30.08)  0.62
C (45.90, 23.71, 24.88)  -0.01
C (44.58, 24.32, 25.59)  -0.79
C (44.92, 25.68, 25.69)  -1.23
S (45.82, 26.21, 24.30)  1.26
O (47.07, 26.69, 24.82)  -0.53
O (45.16, 26.97, 23.34)  -0.81
C (46.25, 24.59, 23.70)  -1.47
H (45.87, 22.56, 24.47)  0.38
H (46.73, 23.54, 25.69)  -0.29
H (44.40, 23.79, 26.52)  0.31
H (43.85, 24.14, 24.75)  0.33
H (45.66, 25.67, 26.59)  -0.25
H (44.28, 26.33, 25.74)  1.66
H (46.98, 24.32, 23.16)  0.91
H (45.38, 24.36, 23.21)  0.49